C4H8F8MgNO6S2 | ωB97M-V/def2-TZVPD

Its spin multiplicity is 1. For the total energy, the calculation gives -66902.5898 eV. The energy above the lowest of the compared OMol25 structures with the same formula, charge and spin is 988.1 kJ/mol. Its total charge is -1. The value obtained for the LUMO energy is -1.6 eV.

CARTESIAN COORDINATES (ANGSTROEM)
Mg: -0.7151 0.6910 2.0881
C: -0.8956 -3.4857 -1.4220
F: -1.4074 -3.7791 -0.2568
F: 0.4601 -3.6178 -1.4427
F: -1.4750 -4.2345 -2.3293
S: -1.3288 -1.6751 -2.0246
O: -1.3651 -1.7702 -3.4832
O: -2.6540 -1.3875 -1.5102
N: -0.0791 -0.7004 -1.2631
S: 0.7734 -0.4042 -2.6091
O: 1.5092 -1.5070 -3.2179
O: 0.0657 0.5233 -3.5347
C: 2.2246 0.7500 -2.0345
F: 2.9684 1.2191 -3.0577
F: 1.7381 1.8469 -1.4355
F: 3.0600 0.0519 -1.1802
F: 1.6630 2.5347 3.1914
F: -3.3021 0.4496 3.9485
C: 2.5394 -2.8347 3.6299
O: 1.1804 -2.3911 3.5835
H: 3.1489 -1.9310 3.6424
H: 2.6890 -3.4478 4.5186
H: 2.8236 -3.3662 2.7217
H: 0.6677 -2.9382 4.1830
C: -2.1922 5.4823 -0.2670
O: -2.4341 4.1831 0.1920
H: -1.1992 5.8118 0.0388
H: -2.2268 5.5161 -1.3559
H: -2.9170 6.1952 0.1262
H: -3.3200 4.2151 0.5605

Atom charges from the Löwdin analysis, given in e for atoms 1 to 6:
1. Mg 1.366
2. C -0.660
3. F 0.161
4. F 0.104
5. F 0.149
6. S 0.652

***

C4H8FInO2 | ωB97M-V/def2-TZVPD

Its spin multiplicity is 2. For the total energy, the calculation gives -16252.6040 eV. The energy above the lowest of the compared OMol25 structures with the same formula, charge and spin is 0.0 kJ/mol. Its expectation value of S² is 0.75. Its total charge is +1. The value obtained for the LUMO energy (spin up / spin down) is -5.4 / -5.4 eV.

CARTESIAN COORDINATES (ANGSTROEM)
O: 1.7129 0.1303 -1.3136
C: 1.9195 -0.7048 -0.2864
C: 0.6048 -1.2871 0.2147
O: -0.1954 -0.1534 0.5584
C: -1.5942 -0.0928 0.1391
C: -1.8409 1.2787 -0.4523
In: 0.4224 1.4295 -0.5893
H: 2.7814 -1.2467 0.1343
H: 0.7504 -1.9162 1.1053
H: 0.1059 -1.8950 -0.5613
H: -2.1834 -0.3123 1.0440
H: -1.7604 -0.8962 -0.5946
H: -2.3223 1.9726 0.2502
H: -2.3728 1.2389 -1.4125
H: 2.0110 0.6938 1.1009
F: 1.9613 1.7607 0.6631

Atom charges from the Löwdin analysis, given in e for atoms 1 to 6:
1. O -0.172
2. C -0.206
3. C -0.160
4. O -0.276
5. C -0.239
6. C -0.088

***

C4H8FN | ωB97M-V/def2-TZVPD

Its spin multiplicity is 1. For the total energy, the calculation gives -8483.2087 eV. The energy above the lowest of the compared OMol25 structures with the same formula, charge and spin is 176.5 kJ/mol. Its total charge is 0. The value obtained for the LUMO energy is 1.0 eV.

CARTESIAN COORDINATES (ANGSTROEM)
C: 0.5589 2.2028 1.1693
C: -0.3274 1.3515 0.7384
C: -0.0182 0.0776 -0.1088
F: 1.1235 -0.6036 0.4837
C: -0.9684 -0.9481 -0.5099
N: -0.3280 -1.6327 -1.5262
H: 0.2156 3.1713 1.5386
H: 1.6023 2.0929 1.2016
H: -1.3802 1.6274 0.8291
H: 0.2977 0.3128 -1.0949
H: -1.2756 -1.5532 0.3138
H: -1.8127 -0.2896 -0.7191
H: -1.1074 -2.0843 -2.2241
H: 0.1753 -2.5181 -1.2489

Atom charges from the Löwdin analysis, given in e for atoms 1 to 6:
1. C 0.002
2. C -0.098
3. C -0.307
4. F -0.065
5. C -0.341
6. N -0.026

***

C4H8FN | ωB97M-V/def2-TZVPD

Its spin multiplicity is 1. For the total energy, the calculation gives -8483.8393 eV. The energy above the lowest of the compared OMol25 structures with the same formula, charge and spin is 115.6 kJ/mol. Its total charge is 0. The value obtained for the LUMO energy is 1.0 eV.

CARTESIAN COORDINATES (ANGSTROEM)
C: 2.2093 -0.2049 0.4037
C: 1.1605 0.2709 -0.2150
F: 1.0471 1.5198 -0.6107
C: 0.0100 -0.6542 -0.6644
N: -1.1619 0.1300 -0.7023
C: -1.7083 0.5407 0.5741
H: 3.0288 0.5438 0.6016
H: 2.5046 -1.2296 0.5196
H: 0.2193 -1.0207 -1.6735
H: -0.0701 -1.5053 0.0965
H: -1.8954 -0.3671 -1.2061
H: -0.8792 1.1134 1.0943
H: -2.5725 1.1812 0.4967
H: -1.8921 -0.3179 1.2856

Atom charges from the Löwdin analysis, given in e for atoms 1 to 6:
1. C 0.053
2. C -0.412
3. F 0.087
4. C -0.204
5. N -0.163
6. C -0.131

***

C4H8FN2 | ωB97M-V/def2-TZVPD

Its spin multiplicity is 1. For the total energy, the calculation gives -9964.6286 eV. The energy above the lowest of the compared OMol25 structures with the same formula, charge and spin is 404.9 kJ/mol. Its total charge is +1. The value obtained for the LUMO energy is -5.7 eV.

CARTESIAN COORDINATES (ANGSTROEM)
C: -0.5089 -1.8890 0.7211
C: 0.3015 0.4704 0.7172
C: 0.2670 -2.9496 0.0303
C: 0.0418 2.8821 -0.6407
N: -0.0598 -0.6793 0.8360
N: -0.1637 1.5051 -0.7643
F: 1.1014 1.0615 1.5175
H: -1.3045 -2.2524 1.3055
H: 1.3482 -2.8026 -0.0020
H: -0.1743 -3.9139 0.2794
H: 0.0267 -2.8149 -0.9921
H: -0.2755 3.3478 -1.6021
H: 1.0887 3.3914 -0.6097
H: -0.5706 3.4432 0.1386
H: -1.1180 1.2003 -0.9346

Atom charges from the Löwdin analysis, given in e for atoms 1 to 6:
1. C 0.026
2. C -0.176
3. C 0.005
4. C -0.209
5. N 0.220
6. N 0.028

***

C4H8FN2O2S | ωB97M-V/def2-TZVPD

Its spin multiplicity is 1. For the total energy, the calculation gives -24893.3058 eV. The energy above the lowest of the compared OMol25 structures with the same formula, charge and spin is 269.4 kJ/mol. Its total charge is +1. The value obtained for the LUMO energy (spin up / spin down) is -6.5 / -7.1 eV.

CARTESIAN COORDINATES (ANGSTROEM)
C: -0.5841 1.8381 0.5505
C: -0.1282 -0.5032 0.6657
C: -0.5653 2.7013 -0.6474
C: 1.0162 -2.7696 0.7073
N: -0.5399 0.6197 0.6315
N: -0.0864 -1.7950 0.6602
O: 1.8578 1.6815 -0.2068
O: 3.0023 -0.4485 -0.8796
F: 3.7010 0.7019 1.2877
S: 2.4625 0.4140 0.1170
H: -0.5381 2.2716 1.4828
H: -0.8170 3.7173 -0.4702
H: 0.5428 2.5818 -0.8267
H: -1.1421 2.2333 -1.4602
H: 1.7363 -2.5590 1.6617
H: 1.7194 -2.7306 -0.0901
H: 0.6088 -3.7307 0.6597
H: -1.0105 -2.0896 0.4193

Atom charges from the Löwdin analysis, given in e for atoms 1 to 6:
1. C -0.090
2. C -0.030
3. C 0.023
4. C -0.014
5. N 0.171
6. N 0.049

***

no.,maximum force (eV/Å)
1,4.84
2,4.31
3,7.30
4,3.41
5,6.75
6,5.82